19
Properties=species:S:1:pos:R:3:forces:R:3 method="wB97M-V/def2-TZVPD" homo_energy_ha=-0.30381 total_energy_ev=-10396.1151 relative_energy_kcal_mol=126.7 e_lumo_ev=0.995 homo_lumo_gap_ev=9.262
C 0.7160 -1.5760 -0.0869 1.64 1.14 3.04
C 1.2726 -0.5916 -1.0940 -0.75 -0.55 2.37
C 0.4929 1.7881 1.0147 -0.15 0.57 -2.67
C -0.1497 0.7846 1.9152 -0.78 1.61 -0.31
C -1.3194 -0.6657 -1.3468 1.79 -1.42 0.48
C -0.0963 -0.3810 -0.4719 1.06 -0.86 -0.75
C -0.3686 0.7075 0.4626 -1.85 0.20 -0.79
N -2.2640 0.3405 -1.0512 -2.44 0.42 -1.30
N -2.1195 1.1737 -0.2141 3.37 -1.11 1.45
H 0.4814 -2.6098 -0.1562 -0.60 -0.57 -0.89
H 1.2737 -1.4280 0.9269 -1.13 -0.38 -1.70
H 2.0509 -0.1423 -0.5544 1.03 1.28 0.13
H 1.5752 -0.8544 -2.0425 -0.22 -0.50 -2.25
H 0.1738 2.8011 0.7811 -0.23 -0.02 0.68
H 1.4867 1.6314 0.5980 0.31 -0.07 0.88
H 0.5612 0.3355 2.5545 0.14 -1.38 0.41
H -1.0831 1.1422 2.2958 -0.13 0.18 1.18
H -1.0158 -0.7606 -2.3903 -0.45 0.76 -0.21
H -1.6682 -1.6952 -1.1406 -0.60 0.69 0.25

***

19
Properties=species:S:1:pos:R:3:forces:R:3 method="wB97M-V/def2-TZVPD" homo_energy_ha=-0.31768 total_energy_ev=-10397.0639 relative_energy_kcal_mol=104.9 e_lumo_ev=1.107 homo_lumo_gap_ev=9.751 smiles=C1[C@H]2N[C@@H]3[C@H]2[C@H]1N1C[C@H]31
C 1.0227 1.2653 0.5434 -1.70 -2.05 -1.15
C 1.6281 -0.1493 0.1497 2.15 2.35 2.58
C -0.0181 -1.2550 -0.5205 -0.86 -0.05 0.35
C 0.8090 -0.1217 -1.0509 -1.43 0.88 -5.90
C -0.0056 1.1824 -0.7103 -0.03 -1.70 1.49
C -1.8225 0.1354 0.8205 2.65 -0.54 1.25
C -1.4615 -0.6877 -0.3599 -0.85 -3.60 -0.08
H 0.5561 1.3802 1.5051 0.28 0.30 0.52
H 1.7550 1.9379 0.2835 1.46 2.13 -0.14
H 2.7320 -0.3403 0.2682 -0.93 0.81 -0.51
H 0.3877 -1.2307 1.4793 0.24 0.26 1.18
H 0.0141 -2.1740 -1.1164 -0.21 0.02 0.33
H 1.0879 -0.2788 -2.1369 0.29 0.45 1.25
H -0.0540 2.0370 -1.3829 0.27 -0.18 0.11
H -2.8300 0.1563 1.2524 0.40 0.35 -0.56
H -0.9527 0.1000 1.5870 -1.93 0.48 -1.05
H -2.2764 -1.4333 -0.7458 1.32 1.94 0.07
N 0.9082 -1.2428 0.6347 -1.80 -3.23 0.18
N -1.4801 0.7191 -0.5003 0.68 1.40 0.08

***

19
Properties=species:S:1:pos:R:3:forces:R:3 method="wB97M-V/def2-TZVPD" homo_energy_ha=-0.31162 total_energy_ev=-10396.6995 relative_energy_kcal_mol=113.3 e_lumo_ev=0.472 homo_lumo_gap_ev=8.952 smiles="C[C@]12CC=CC=NN1C2"
C -2.3622 0.0042 -0.3756 -2.19 0.26 -0.06
C -0.8820 -0.0320 -0.0816 0.37 -0.02 1.83
C -0.0956 1.2519 -0.4629 0.96 -0.27 -0.41
C 1.3507 1.3253 0.0927 -0.73 -1.27 0.31
C 2.2012 0.2771 0.1739 -1.35 1.76 0.52
C 1.9194 -1.0363 -0.3606 4.93 0.65 -1.22
C -0.5716 -0.9330 1.1041 2.37 0.54 1.21
H -2.5312 0.6414 -1.3693 -0.09 -1.37 2.20
H -3.0260 0.4766 0.6191 1.95 -1.25 -3.14
H -2.6754 -1.1261 -0.5475 0.34 2.54 0.33
H -0.0078 1.1585 -1.6039 -0.29 0.65 1.38
H -0.6357 2.2107 -0.1439 0.50 -1.54 -0.71
H 1.6356 2.2529 0.5646 0.17 0.26 -0.22
H 3.1930 0.4355 0.5915 -0.16 -0.12 -0.09
H 2.8396 -1.5036 -0.7856 -0.15 0.34 0.56
H -1.3287 -1.4187 1.7011 -0.65 -0.14 -0.47
H 0.3349 -0.8396 1.8294 -1.27 0.45 -1.77
N 0.9742 -1.7371 -0.6939 -3.40 -1.34 0.11
N -0.3320 -1.4076 -0.2517 -1.31 -0.14 -0.38

***

20
Properties=species:S:1:pos:R:3:forces:R:3 method="wB97M-V/def2-TZVPD" homo_energy_ha=-0.33882 total_energy_ev=-12445.4095 relative_energy_kcal_mol=93.1 e_lumo_ev=0.676 homo_lumo_gap_ev=9.896 smiles="CC1(C)CC1=C=N.N=C=O"
C -1.3349 1.7134 0.2746 -2.02 1.14 -0.09
C -3.7258 -0.9207 -0.1224 0.30 0.18 0.03
C 0.3246 0.1500 1.6233 0.04 -0.75 1.70
C -0.5566 0.7817 0.5914 2.72 -0.83 0.99
C 0.4287 -0.2928 0.1892 -0.34 0.41 -0.80
C 1.6650 0.2218 -0.6356 -0.27 -0.80 -1.73
C -0.2580 -1.5351 -0.2906 0.41 -2.78 -0.49
N -2.3065 2.4616 0.0474 -0.26 -3.40 1.15
N -4.0946 0.1175 -0.5182 -0.72 3.61 -0.98
O -3.4379 -1.9879 0.1952 0.46 -2.33 0.80
H 1.2079 0.5949 2.1365 -0.71 0.30 -0.99
H -0.1964 -0.4562 2.4259 0.30 0.38 -1.42
H 1.9655 1.2167 -0.2571 0.29 -0.75 0.00
H 1.2554 0.4299 -1.6739 0.43 -0.19 1.05
H 2.5702 -0.5275 -0.8832 -2.09 1.57 1.30
H 0.3596 -2.4250 0.0000 0.10 0.57 -0.88
H -0.6089 -1.6391 -1.3606 1.21 0.66 0.77
H -1.1662 -1.8859 0.1691 -0.52 0.97 0.98
H -2.0394 3.1837 -0.5046 0.81 3.51 -1.67
H -3.7929 1.1218 -0.4972 -0.14 -1.50 0.27

***

20
Properties=species:S:1:pos:R:3:forces:R:3 method="wB97M-V/def2-TZVPD" homo_energy_ha=-0.34885 total_energy_ev=-12442.2055 relative_energy_kcal_mol=167.0 e_lumo_ev=0.666 homo_lumo_gap_ev=10.159
C -0.9277 -2.3854 -0.1193 -0.08 0.04 -0.13
C 0.1084 -2.2501 0.9632 -0.20 -0.24 0.41
N 1.3204 -1.4869 0.6870 0.03 0.01 -0.23
C 0.3584 -0.9510 1.6589 -0.63 -0.36 0.83
C -0.3936 0.2337 1.2904 0.36 1.09 -1.19
C -0.7532 1.2426 0.7201 1.37 -1.16 0.51
C -0.6397 2.5019 -0.0187 -0.78 1.39 0.36
C -0.2637 2.3179 -1.4518 2.29 -2.92 -2.73
N -0.6497 1.6066 -2.3846 1.71 1.03 -0.82
H -0.9204 -1.5027 -0.7728 0.05 -0.30 0.12
H -0.7371 -3.2922 -0.7101 -0.03 0.31 0.04
H -1.9342 -2.4745 0.3153 0.28 0.01 -0.05
H 0.2179 -3.1249 1.6111 0.01 0.18 -0.21
H 2.1128 -1.9034 1.1706 -0.09 0.21 -0.02
H 0.6258 -1.0092 2.7172 -0.08 -0.01 -0.30
H -1.6162 3.0129 0.0117 0.32 0.06 -0.25
H 0.0708 3.1855 0.4718 -0.24 -0.31 -0.08
O 1.4449 2.3891 -1.9871 -1.61 1.31 2.20
H 1.9767 2.2821 -1.1838 0.62 -0.30 -0.41
H 0.5994 1.6079 -2.9892 -3.31 -0.05 1.94

***

21
Properties=species:S:1:pos:R:3:forces:R:3 method="wB97M-V/def2-TZVPD" homo_energy_ha=-0.23461 total_energy_ev=-14491.8737 relative_energy_kcal_mol=119.5 e_lumo_ev=0.659 homo_lumo_gap_ev=7.043 smiles="CC1=C(C)C1=C(N)O.N=C=O"
C 1.2620 -0.0169 0.6312 -0.70 0.32 -1.98
C 0.9319 0.3736 -0.6297 0.91 -2.05 3.15
C -0.9481 -1.4196 0.0290 1.56 2.28 -1.87
C -1.4831 1.7477 0.1085 -1.88 0.06 0.17
C 0.1132 -0.5987 0.0295 -1.70 -1.23 -0.02
C 2.0016 0.2151 1.8724 -2.56 2.97 0.82
C 1.3182 0.9102 -1.8976 -0.72 1.61 -1.98
N -1.2709 -2.2474 1.0877 -0.47 -1.05 0.59
N -2.4330 1.4532 -0.5637 2.95 3.09 0.71
O -1.8062 -1.4275 -1.1337 0.02 0.22 0.10
O -0.7036 2.2671 0.8000 0.63 0.00 -0.03
H 1.9008 1.3664 1.8330 0.98 -1.46 0.72
H 2.9817 -0.1216 1.9317 1.88 -0.39 -0.24
H 1.4825 -0.0718 2.8208 0.12 -0.11 -1.07
H 0.3675 0.8885 -2.6625 2.57 0.45 1.77
H 2.1060 0.2238 -2.2787 -0.43 0.66 -0.19
H 1.7689 1.9560 -1.6778 -0.80 -1.56 -1.08
H -0.6451 -3.0305 1.2809 0.10 0.43 -0.45
H -2.1662 -2.6629 0.9384 -0.78 -0.05 0.10
H -1.7269 -0.6033 -1.6949 0.37 -1.38 1.43
H -3.0510 0.7986 -0.8246 -2.06 -2.81 -0.66

***

22
Properties=species:S:1:pos:R:3:forces:R:3 method="wB97M-V/def2-TZVPD" homo_energy_ha=-0.37149 total_energy_ev=-25328.4189 relative_energy_kcal_mol=85.8 e_lumo_ev=-0.093 homo_lumo_gap_ev=10.016 smiles="CC1=NN=C[C@@H]1S(=O)(=O)C1CC1"
C -0.9976 0.1450 0.2205 0.47 0.05 -0.23
C -1.3797 1.4163 -0.4591 -0.01 0.03 -0.10
C -2.4165 -0.4276 0.2962 0.29 -0.17 -0.18
C 2.4940 1.2121 0.3130 0.23 0.24 0.29
C 3.1808 0.2475 -0.5981 0.26 -0.17 0.15
C 1.7372 0.5743 -0.7998 -0.88 -0.65 0.22
C -2.7240 -1.7578 0.8517 -0.13 -0.14 0.06
N -2.6452 1.5314 -0.6149 0.78 1.27 -0.50
N -3.3020 0.4162 -0.1243 0.75 -1.60 0.60
O 1.1425 -1.3815 0.8783 0.18 0.23 0.30
O 0.3615 -1.5941 -1.4471 -0.02 0.19 -0.27
S 0.6422 -0.7627 -0.3149 -1.82 0.40 -0.33
H -0.6835 0.3521 1.2464 -0.15 0.19 0.19
H -0.7113 2.1983 -0.7698 0.12 0.20 -0.05
H 2.2656 0.8709 1.3117 0.02 -0.07 0.05
H 2.7293 2.2633 0.2417 -0.04 0.05 -0.14
H 3.8963 0.6116 -1.3195 -0.12 0.09 -0.10
H 3.3962 -0.7362 -0.2091 0.05 -0.02 0.09
H 1.3832 1.1081 -1.6657 0.00 0.07 -0.10
H -2.3506 -1.8432 1.8724 0.01 -0.05 0.03
H -3.7974 -1.9276 0.8394 0.00 -0.03 0.01
H -2.2211 -2.5165 0.2510 -0.01 -0.10 0.02

***

23
Properties=species:S:1:pos:R:3:forces:R:3 method="wB97M-V/def2-TZVPD" homo_energy_ha="-0.01933 / 0.03158" total_charge=-2 total_energy_ev=-17369.1001 relative_energy_kcal_mol=122.5 e_lumo_ev="5.288 / 5.452" homo_lumo_gap_ev="5.814 / 4.593"
C -1.5923 0.4147 -1.2355 -0.10 -0.73 0.81
C -2.1855 0.1539 0.0500 -0.15 -0.40 -0.54
C -2.3699 -1.2639 0.1698 0.51 1.07 -0.78
C -1.8403 -1.8800 -0.9955 0.21 1.80 -0.19
C -1.3272 -0.8408 -1.8505 -0.60 -0.40 0.65
Sr 0.8589 0.4996 -0.1255 -1.56 -4.60 -5.90
N 1.5105 0.3977 -3.2364 0.03 0.69 0.95
C 1.2025 1.7566 1.5663 4.65 1.30 1.38
C -0.0325 2.2621 1.9183 -1.53 0.88 -0.09
H -2.8650 -1.7645 0.9815 -0.04 -0.13 0.28
H -2.4553 0.9214 0.7821 0.05 -0.42 -0.26
H -1.8524 -2.9293 -1.2152 0.12 -0.34 -0.05
H -0.7761 -0.9771 -2.7730 -0.06 0.04 0.08
H -1.2045 1.3868 -1.5654 -0.42 -0.28 -0.16
H -0.7569 2.7930 1.2052 1.33 -0.46 0.68
H 1.8067 0.7599 1.6301 -1.31 1.95 2.74
H 1.7453 1.4128 -3.1066 0.00 -0.21 -0.35
H -0.4642 2.2071 2.9214 0.11 -0.43 -0.21
H 1.9529 2.1858 0.7751 -1.23 0.97 0.91
O 2.8032 -3.1245 1.2449 0.26 0.84 -0.37
N 2.6857 -1.9254 1.0339 -0.98 2.90 -0.27
O 2.5105 -1.0568 1.9965 0.44 -2.20 -1.40
O 2.6459 -1.3889 -0.1714 0.27 -1.82 2.07

***

21
Properties=species:S:1:pos:R:3:forces:R:3 method="wB97M-V/def2-TZVPD" homo_energy_ha=-0.33390 total_energy_ev=-23281.0942 relative_energy_kcal_mol=67.7 e_lumo_ev=0.743 homo_lumo_gap_ev=9.829
C 0.6976 -0.0323 -0.3460 0.26 1.20 1.34
C 0.2897 -0.6107 -2.2547 0.50 0.54 0.90
C 0.4705 0.8413 -1.6034 -2.31 -2.47 0.63
C -0.8038 1.3317 -0.8210 3.56 -2.99 -0.12
C 1.7846 0.1760 0.7620 -0.07 -2.38 -2.76
C 0.5773 -2.6312 -0.7691 -4.75 1.56 1.20
C -2.5601 2.4374 0.5760 -3.33 0.23 0.03
N -0.6537 0.4899 0.1793 -0.28 0.09 -0.99
N 0.7613 -1.2748 -1.1640 0.16 2.94 2.89
O -0.0644 -1.0934 -3.2655 -0.98 -0.27 -2.43
S -1.8555 2.6086 -1.0927 -0.42 0.25 0.87
H 1.1540 1.4145 -2.1295 1.31 1.42 -0.66
H 1.3650 0.5574 1.6425 -0.56 0.63 1.13
H 2.5173 0.8469 0.3081 0.35 -0.32 0.53
H 2.1600 -0.8848 0.9454 0.11 1.60 0.00
H -0.6015 -2.7989 -0.5392 2.76 -0.05 -0.53
H 0.8878 -3.0889 -1.6025 0.51 -2.70 -3.11
H 1.1610 -3.0100 0.0142 0.89 0.19 1.41
H -2.0979 1.6494 1.1796 0.31 0.44 -0.41
H -3.6602 2.0576 0.4029 1.96 0.99 0.54
H -2.5749 3.4271 1.0940 -0.01 -0.89 -0.46

***

21
Properties=species:S:1:pos:R:3:forces:R:3 method="wB97M-V/def2-TZVPD" homo_energy_ha=-0.33905 total_energy_ev=-23280.5020 relative_energy_kcal_mol=81.3 e_lumo_ev=0.798 homo_lumo_gap_ev=10.024 smiles="CN[S@](=N)(=O)c1ccccc1"
C -3.3310 -0.2504 0.1143 -0.71 1.72 0.62
C -2.6410 0.8061 0.7917 -0.69 -1.13 -0.33
C -2.5851 -1.2347 -0.4968 -1.63 -2.18 -0.38
C -1.2467 0.8078 0.8122 0.40 0.54 -0.28
C -1.1955 -1.2046 -0.5906 -1.73 2.87 1.90
C -0.5587 -0.1246 0.0289 2.35 -1.34 0.64
C 2.9389 1.3687 -0.9762 0.04 -1.85 1.51
N 2.0188 0.1149 1.6007 0.55 0.21 -0.97
N 2.4660 -0.0185 -0.9724 -1.17 0.21 2.99
O 1.4853 -2.0300 0.2099 0.42 -0.13 -0.03
S 1.5693 -0.5986 0.3459 -2.56 1.05 -2.23
H -4.4752 -0.2839 0.0774 1.91 0.00 0.30
H -3.1865 1.5288 1.4069 0.15 -0.21 -0.39
H -3.1932 -2.1914 -0.7433 1.38 1.67 -0.13
H -0.7404 1.5637 1.4450 -0.08 -0.65 -0.61
H -0.7133 -2.0577 -0.8533 1.67 -2.07 -1.15
H 4.0170 1.3860 -0.7865 -0.24 0.33 -0.05
H 2.6595 1.7890 -1.8848 -0.25 1.10 -1.56
H 2.3740 1.8000 -0.1569 0.38 0.69 0.01
H 1.7646 -0.5115 2.3410 -0.19 -0.17 0.88
H 2.5730 -0.6590 -1.7132 -0.01 -0.68 -0.73

***

20
Properties=species:S:1:pos:R:3:forces:R:3 method="wB97M-V/def2-TZVPD" homo_energy_ha="-0.25662 / -0.25957" total_energy_ev=-21232.0414 relative_energy_kcal_mol=89.3 e_lumo_ev="-0.382 / 0.420" homo_lumo_gap_ev="6.601 / 7.484"
C -2.1184 -1.0750 0.1600 2.09 1.26 -0.08
C -2.0390 1.4104 0.1823 0.76 0.59 -1.06
C -0.7364 -0.5797 0.2010 -1.50 1.06 0.66
C -0.7265 0.9214 0.1933 -1.57 -1.53 0.48
C 0.3783 -1.3792 0.2865 0.85 -1.23 -0.46
C 0.2935 -2.8313 -0.1674 1.34 -0.62 3.06
C 0.5483 2.9031 -0.4774 0.15 0.24 0.81
N 1.5919 1.2546 0.7304 0.50 0.19 -0.10
N 0.4480 1.6558 0.2299 -1.31 -0.61 -1.17
S -3.2629 0.1756 0.0755 1.06 0.35 0.17
H -2.4027 -2.1008 0.2295 -0.15 -0.34 0.01
H -2.3205 2.4505 -0.0637 0.14 -0.74 0.51
H 1.4571 -1.0206 0.2725 -1.87 -0.26 0.22
H 1.2099 -2.8240 -0.6796 1.42 -1.14 -0.88
H -0.4237 -2.9882 -0.8918 -1.92 -0.34 -1.30
H 0.3015 -3.7571 0.5896 -0.06 2.32 -1.27
H 1.5855 2.9523 -0.6735 1.14 0.58 -0.14
H 0.0642 3.0133 -1.4321 -0.83 -0.37 -0.04
H 0.2771 3.6280 0.2668 -0.22 1.10 -0.22
H 1.3911 0.3864 1.1742 0.00 -0.52 0.82

***

20
Properties=species:S:1:pos:R:3:forces:R:3 method="wB97M-V/def2-TZVPD" homo_energy_ha="-0.41280 / -0.43028" total_charge=+1 total_energy_ev=-11879.6964 relative_energy_kcal_mol=122.6 e_lumo_ev="-4.399 / -4.282" homo_lumo_gap_ev="6.834 / 7.426" smiles="CC1=C2N=CC=CN2[NH2+]C1"
C -2.3489 -0.9571 -1.3243 -1.54 0.48 0.76
C -1.1835 -1.5849 -1.1075 0.82 -0.19 0.36
C -2.5626 0.3453 -0.6749 3.12 -1.30 0.43
C 0.9331 0.8679 0.7431 -5.74 -4.07 -1.66
C -0.5280 0.2040 0.3596 6.92 3.70 0.12
C 1.7815 -0.3967 0.6290 -0.84 2.59 2.14
C 1.1024 2.2299 1.3239 3.35 -1.61 -1.08
N -1.6207 0.9277 0.0224 -0.85 -0.93 0.52
N -0.2289 -1.0814 -0.1761 -1.90 -0.65 0.15
N 1.2030 -1.2068 -0.4017 -1.22 -0.29 0.12
H -3.2996 -1.3549 -1.7830 1.79 -0.05 0.07
H -0.8831 -2.5517 -1.4336 -0.30 -0.67 -0.67
H -3.4579 0.8403 -0.7871 -1.81 1.19 -0.44
H 2.7634 -0.1637 0.4425 2.46 0.34 -0.92
H 1.7832 -0.9871 1.4862 -0.19 -1.02 1.99
H 1.8063 2.2557 2.1758 -0.73 -0.03 -0.07
H 0.1406 2.5109 1.4962 -2.50 1.44 1.00
H 1.5597 2.8744 0.5635 -0.19 0.10 0.07
H 1.3900 -0.6110 -1.1722 0.48 0.16 -2.42
H 1.6500 -2.1608 -0.3817 -1.14 0.82 -0.48